(1)
A 2-piece molecular cluster, C5H14O2 overall, computed with ωB97M-V/def2-TZVPD.

CARTESIAN COORDINATES (ANGSTROEM)
C: 0.581 -1.954 -1.399
C: -0.405 -1.508 -0.318
C: -0.732 -0.023 -0.458
C: 0.336 0.880 0.172
C: 0.035 2.361 -0.039
O: 0.732 2.896 -1.171
H: 0.631 -3.046 -1.416
H: 1.593 -1.629 -1.127
H: 0.387 -1.546 -2.387
H: 0.055 -1.637 0.667
H: -1.305 -2.110 -0.390
H: -1.700 0.251 -0.037
H: -0.812 0.223 -1.518
H: 1.339 0.709 -0.203
H: 0.351 0.646 1.234
H: 0.374 2.957 0.818
H: -1.040 2.519 -0.164
H: 0.626 2.289 -1.909
O: -0.664 -0.949 3.326
H: 0.238 -1.298 3.260
H: -0.621 -0.028 3.059

Energy above the lowest of the compared OMol25 structures with the same formula, charge and spin   7.4 kcal per mole
Lowest unoccupied orbital energy   0.029 Ha

***

(2)
An isolated ion of composition C6H17N2 and charge +1, computed with ωB97M-V/def2-TZVPD.

CARTESIAN COORDINATES (ANGSTROEM)
C: -1.185 0.369 -2.921
C: 0.147 0.309 -2.192
C: -0.071 0.504 -0.678
N: 0.788 1.612 -0.049
C: 0.241 -0.758 0.126
N: 0.358 -0.447 1.534
C: 1.174 -1.423 2.280
C: -0.934 -0.193 2.155
H: -1.567 1.374 -3.125
H: -1.176 -0.134 -3.881
H: -1.991 -0.129 -2.371
H: 0.654 -0.629 -2.369
H: 0.778 1.138 -2.499
H: -1.068 0.823 -0.412
H: 1.486 1.165 0.561
H: 1.267 2.160 -0.763
H: 0.220 2.208 0.548
H: 1.175 -1.197 -0.229
H: -0.534 -1.516 -0.040
H: 1.237 -1.091 3.312
H: 2.176 -1.465 1.853
H: 0.731 -2.418 2.215
H: -1.778 -0.464 1.521
H: -1.086 0.886 2.307
H: -1.040 -0.683 3.116

Energy above the lowest of the compared OMol25 structures with the same formula, charge and spin   20.2 kcal per mole
Lowest unoccupied orbital energy   -0.118 Ha
Total charge   +1

***

(3)
C9H7Cl2ErMnNO3 as an isolated structure, computed with ωB97M-V/def2-TZVPD.

CARTESIAN COORDINATES (ANGSTROEM)
Mn: -0.071 -1.292 -4.451
Er: -0.327 -0.792 -1.419
Cl: -1.994 -0.508 -3.278
Cl: 1.576 -1.600 -2.899
C: -1.205 -2.560 -0.142
C: -0.387 -0.250 -5.923
C: 0.422 -2.668 -5.542
O: -1.642 -3.363 0.573
O: -0.903 0.027 -6.932
O: 0.418 -3.440 -6.427
C: 0.534 2.111 4.355
C: 0.344 1.418 3.042
C: 1.450 0.890 2.371
C: 1.276 0.269 1.143
N: 0.038 0.206 0.566
C: -1.063 0.626 1.260
C: -0.928 1.253 2.489
H: 0.971 1.417 5.088
H: 1.222 2.964 4.251
H: -0.430 2.474 4.729
H: 2.450 0.965 2.800
H: 2.085 -0.189 0.564
H: -2.024 0.430 0.767
H: -1.813 1.612 3.014

Spin multiplicity   8
Lowest unoccupied orbital energy (spin up / spin down)   -0.578 / -0.700 Ha
Total charge   +4

***

(4)
C26H27FN4O4S as an isolated structure, computed with ωB97M-V/def2-TZVPD.

CARTESIAN COORDINATES (ANGSTROEM)
C: -0.684 -3.748 -1.579
N: -1.164 -3.336 -0.416
C: -0.505 -2.622 0.566
O: -1.166 -2.479 1.627
C: 0.767 -2.448 0.205
C: 0.955 -1.493 -0.647
C: 2.182 -0.993 -0.665
C: 3.262 -1.160 -0.070
C: 2.964 -2.015 1.012
C: 1.787 -2.614 1.260
H: 1.470 -3.022 2.118
H: 3.693 -2.196 1.705
H: 4.289 -0.949 -0.220
S: 2.607 0.284 -2.212
O: 1.697 -0.253 -3.423
O: 3.930 0.181 -2.349
N: 2.181 1.585 -1.819
C: 2.991 2.473 -0.947
H: 3.569 3.450 -1.680
C: 2.208 3.132 0.284
N: 1.221 2.123 0.539
C: 1.393 1.363 1.837
C: 0.452 0.655 2.305
C: 0.604 -0.239 3.505
C: 1.923 -0.239 3.653
C: 3.057 0.333 3.341
C: 2.790 0.944 2.253
H: 3.666 1.814 1.814
H: 3.884 0.193 3.888
H: 2.119 -1.090 4.819
H: -0.154 -0.735 3.684
H: -0.570 0.618 1.725
C: 0.241 1.923 -0.308
H: -0.185 0.740 -0.215
C: 0.711 1.992 -1.765
H: 0.641 3.292 -2.071
H: 0.251 1.403 -2.632
H: -0.628 2.598 0.100
H: 2.887 3.416 0.994
H: 1.576 4.110 -0.052
H: 3.917 1.792 -0.547
H: 0.117 -1.078 -1.189
C: -2.859 -3.524 -0.266
H: -3.145 -4.413 -0.939
H: -3.118 -3.668 0.666
C: -3.249 -2.212 -0.725
O: -3.806 -2.088 -1.766
N: -3.151 -1.359 0.300
C: -3.464 0.258 0.075
C: -4.047 0.868 -0.936
C: -4.019 2.227 -1.060
C: -3.727 2.952 0.073
C: -3.156 2.358 1.198
C: -3.151 0.839 1.418
H: -2.788 0.357 2.341
H: -3.086 2.989 2.380
F: -3.882 4.194 0.022
H: -4.450 2.692 -1.853
H: -4.113 0.315 -1.840
H: -2.683 -1.532 1.413
H: -0.947 -4.860 -1.940
H: 0.398 -3.684 -1.534
H: -1.059 -3.130 -2.554

Energy above the lowest of the compared OMol25 structures with the same formula, charge and spin   499.7 kcal per mole
Lowest unoccupied orbital energy   0.000 Ha

***

(5)
C4H9IOPS as an isolated structure, computed with ωB97M-V/def2-TZVPD.

CARTESIAN COORDINATES (ANGSTROEM)
C: 0.676 -2.301 0.207
C: -0.750 -2.106 0.767
C: 0.590 2.216 0.301
C: 0.559 0.897 1.082
O: -0.246 -0.239 -1.394
P: 0.004 -0.539 0.027
S: -1.542 2.255 -3.147
I: -2.065 0.088 -3.436
H: 1.533 -2.546 0.856
H: 0.919 -2.622 -0.768
H: -1.590 -2.639 0.152
H: -0.851 -2.077 1.798
H: -0.484 2.476 -0.063
H: 0.685 3.096 0.896
H: 1.203 2.101 -0.693
H: -0.226 1.080 1.794
H: 1.585 0.860 1.623

Energy above the lowest of the compared OMol25 structures with the same formula, charge and spin   49.4 kcal per mole
Lowest unoccupied orbital energy (spin up / spin down)   -0.289 / -0.293 Ha
Total charge   +1

***

(6)
A 9-piece molecular cluster, C28H55NO24 overall, computed with ωB97M-V/def2-TZVPD.

CARTESIAN COORDINATES (ANGSTROEM)
C: -4.813 -9.378 -15.182
O: -4.989 -8.429 -16.198
C: -4.901 -8.790 -17.531
O: -4.400 -9.990 -17.910
O: -5.482 -8.013 -18.403
C: -5.106 -8.197 -19.726
H: -3.723 -9.709 -15.139
H: -5.568 -10.130 -15.139
H: -4.897 -8.833 -14.231
H: -5.149 -7.231 -20.279
H: -5.736 -8.999 -20.258
H: -4.010 -8.367 -19.779
C: -3.943 -13.418 -16.410
O: -2.802 -14.151 -15.839
C: -3.085 -15.234 -15.044
O: -4.400 -15.523 -14.727
O: -2.103 -15.866 -14.630
C: -2.261 -16.903 -13.689
H: -4.135 -12.532 -15.702
H: -4.902 -13.924 -16.469
H: -3.571 -13.154 -17.462
H: -1.261 -17.109 -13.444
H: -2.698 -17.623 -14.299
H: -2.868 -16.549 -12.839
C: -13.218 -11.740 -12.299
O: -14.540 -11.229 -12.020
C: -14.973 -10.286 -12.869
O: -14.623 -10.143 -14.220
O: -15.829 -9.446 -12.293
C: -16.206 -8.355 -13.106
H: -12.536 -11.941 -11.477
H: -12.660 -11.012 -12.900
H: -13.213 -12.628 -12.965
H: -15.259 -7.963 -13.518
H: -16.485 -7.378 -12.632
H: -16.960 -8.630 -13.863
C: -12.264 -9.003 -7.773
O: -11.730 -9.754 -8.879
C: -10.546 -10.375 -8.776
O: -9.670 -10.159 -7.704
O: -10.192 -11.125 -9.796
C: -8.842 -11.438 -10.205
H: -11.598 -8.100 -7.441
H: -12.453 -9.773 -6.949
H: -13.241 -8.571 -8.061
H: -8.258 -11.923 -9.523
H: -8.415 -10.469 -10.423
H: -8.797 -11.934 -11.146
C: -9.875 -12.922 -14.075
O: -8.855 -12.344 -14.789
C: -8.713 -12.387 -16.119
O: -9.751 -12.859 -16.960
O: -7.539 -11.959 -16.499
C: -7.202 -11.979 -17.892
H: -9.962 -12.416 -13.160
H: -9.715 -13.983 -13.903
H: -10.777 -12.923 -14.529
H: -6.109 -12.146 -17.876
H: -7.414 -11.047 -18.358
H: -7.708 -12.715 -18.468
C: -7.908 -9.716 -13.083
O: -9.221 -9.919 -12.680
C: -10.036 -8.867 -12.415
O: -9.701 -7.498 -12.621
O: -11.153 -9.230 -11.825
C: -12.037 -8.248 -11.345
H: -7.397 -10.728 -13.305
H: -7.276 -9.204 -12.363
H: -7.882 -9.284 -14.081
H: -12.591 -7.762 -12.073
H: -11.399 -7.483 -10.811
H: -12.779 -8.786 -10.735
C: -7.794 -16.123 -12.701
O: -9.010 -16.604 -12.168
C: -9.755 -15.775 -11.428
O: -9.450 -14.440 -11.255
O: -10.894 -16.254 -10.956
C: -11.812 -15.333 -10.538
H: -7.484 -15.288 -12.059
H: -7.959 -15.743 -13.737
H: -7.098 -16.973 -12.712
H: -11.566 -15.106 -9.479
H: -12.616 -16.025 -10.469
H: -12.155 -14.455 -11.128
C: -6.294 -13.308 -13.603
O: -5.231 -12.390 -13.569
C: -4.928 -11.797 -12.373
O: -5.882 -11.870 -11.361
O: -3.839 -11.072 -12.324
C: -3.473 -10.285 -11.206
H: -5.912 -14.115 -12.978
H: -6.266 -13.877 -14.485
H: -7.254 -12.990 -13.062
H: -2.533 -9.665 -11.192
H: -3.230 -10.923 -10.355
H: -4.253 -9.587 -11.036
C: -10.337 -9.512 -16.027
C: -9.680 -8.182 -16.424
C: -8.353 -8.223 -17.299
C: -8.585 -8.668 -18.594
N: -8.665 -9.084 -19.672
H: -11.379 -9.317 -15.866
H: -9.813 -9.927 -15.078
H: -10.337 -10.214 -16.921
H: -9.692 -7.485 -15.584
H: -10.268 -7.687 -17.255
H: -7.627 -8.902 -16.806
H: -7.895 -7.250 -17.391

Energy above the lowest of the compared OMol25 structures with the same formula, charge and spin   37.6 kcal per mole
Lowest unoccupied orbital energy   0.014 Ha

***

(7)
C28H22I2NOSbV as an isolated structure, computed with ωB97M-V/def2-TZVPD.

CARTESIAN COORDINATES (ANGSTROEM)
V: 0.562 0.051 -1.395
I: -2.355 3.467 -4.020
C: -2.383 1.363 -3.899
C: -3.357 0.639 -4.568
C: -3.440 -0.733 -4.443
I: -4.988 -1.726 -5.492
C: -2.547 -1.449 -3.624
C: -2.518 -2.840 -3.392
C: -1.563 -3.359 -2.543
C: -0.635 -2.522 -1.933
N: -0.625 -1.203 -2.129
C: -1.561 -0.682 -2.959
C: -1.432 0.731 -3.092
O: -0.469 1.280 -2.443
H: -4.060 1.159 -5.200
H: -3.226 -3.484 -3.887
H: -1.540 -4.418 -2.336
H: 0.136 -2.918 -1.275
C: 1.910 -0.546 -2.838
H: 2.519 -1.367 -2.441
H: 2.576 0.284 -3.086
H: 1.446 -0.884 -3.769
C: 0.030 -0.613 6.201
C: -0.602 0.413 5.520
C: -0.706 0.373 4.140
C: -0.173 -0.690 3.427
C: 0.414 -1.740 4.116
C: 0.529 -1.696 5.495
Sb: -0.399 -0.794 1.270
C: 1.732 -0.582 0.848
C: 2.215 0.459 0.048
C: 3.581 0.564 -0.208
C: 4.464 -0.368 0.302
C: 3.986 -1.423 1.063
C: 2.628 -1.534 1.315
C: -0.649 1.335 1.033
C: 0.247 2.196 1.659
C: 0.201 3.557 1.412
C: -0.746 4.064 0.535
C: -1.657 3.216 -0.073
C: -1.600 1.851 0.164
H: 0.125 -0.577 7.276
H: -1.016 1.248 6.063
H: -1.211 1.174 3.613
H: 0.777 -2.608 3.575
H: 1.003 -2.512 6.021
H: 1.579 1.303 -0.266
H: 3.949 1.400 -0.788
H: 5.524 -0.277 0.112
H: 4.667 -2.159 1.466
H: 2.265 -2.362 1.910
H: 0.982 1.795 2.350
H: 0.916 4.215 1.888
H: -0.782 5.125 0.337
H: -2.401 3.619 -0.743
H: -2.318 1.188 -0.312

Spin multiplicity   4
Energy above the lowest of the compared OMol25 structures with the same formula, charge and spin   19.1 kcal per mole
Lowest unoccupied orbital energy (spin up / spin down)   -0.009 / -0.014 Ha

***

(8)
C36H44CrGeN4OPS as an isolated structure, computed with ωB97M-V/def2-TZVPD.

CARTESIAN COORDINATES (ANGSTROEM)
Cr: -0.060 0.301 -0.039
C: -4.656 2.207 -1.530
N: -3.564 2.928 -0.860
C: -3.687 4.164 -0.252
C: -2.498 4.465 0.280
N: -1.627 3.404 -0.007
C: -2.325 2.460 -0.699
S: -1.901 0.908 -1.312
C: -0.252 3.443 0.401
C: 0.293 4.680 0.705
C: 1.566 4.756 1.242
C: 2.274 3.586 1.455
C: 1.695 2.408 1.052
N: 0.458 2.315 0.512
H: -5.525 2.856 -1.559
H: -4.896 1.301 -0.977
H: -4.370 1.949 -2.547
H: -4.615 4.709 -0.243
H: -2.213 5.311 0.874
H: -0.254 5.589 0.510
H: 1.993 5.720 1.488
H: 3.261 3.586 1.895
H: 2.234 1.474 1.149
O: 2.173 -1.294 -0.593
N: 1.557 -0.913 0.604
C: 1.893 -1.514 1.676
C: 1.302 -1.298 2.997
C: 2.150 -1.560 4.072
C: 1.728 -1.380 5.378
C: 0.430 -0.966 5.624
C: -0.442 -0.742 4.561
C: -0.028 -0.895 3.243
P: -1.254 -0.733 1.905
C: -2.072 -2.328 1.727
C: -2.225 -3.208 2.798
C: -2.886 -4.412 2.608
C: -3.397 -4.739 1.358
C: -3.247 -3.867 0.287
C: -2.579 -2.664 0.469
C: -2.460 0.498 2.464
C: -2.017 1.700 3.029
C: -2.931 2.692 3.354
C: -4.287 2.501 3.104
C: -4.727 1.314 2.534
C: -3.817 0.313 2.210
H: 2.632 -2.136 -0.469
H: 2.706 -2.240 1.629
H: 3.159 -1.910 3.883
H: 2.408 -1.578 6.196
H: 0.077 -0.839 6.639
H: -1.465 -0.457 4.772
H: -1.831 -2.961 3.775
H: -3.005 -5.097 3.437
H: -3.912 -5.681 1.216
H: -3.643 -4.127 -0.685
H: -2.461 -1.981 -0.364
H: -0.965 1.844 3.252
H: -2.591 3.604 3.831
H: -5.001 3.266 3.381
H: -5.785 1.152 2.367
H: -4.170 -0.623 1.792
C: 3.344 4.592 -4.701
C: 2.910 3.850 -3.443
C: 2.941 2.333 -3.620
C: 2.490 1.561 -2.347
Ge: 0.655 1.397 -2.895
C: -0.019 0.021 -4.077
C: 0.558 -1.396 -3.991
C: 2.051 -1.502 -4.311
C: 2.406 -1.085 -5.738
H: 3.330 5.669 -4.543
H: 2.683 4.369 -5.541
H: 4.358 4.312 -4.990
H: 1.905 4.171 -3.150
H: 3.572 4.106 -2.609
H: 3.949 1.997 -3.872
H: 2.352 2.053 -4.519
H: 2.685 2.152 -1.455
H: 2.948 0.580 -2.256
H: -0.082 2.733 -2.985
H: 0.188 0.456 -5.063
H: -1.105 0.046 -3.996
H: 0.000 -2.001 -4.710
H: 0.350 -1.829 -3.009
H: 2.353 -2.538 -4.158
H: 2.633 -0.913 -3.594
H: 1.850 -1.677 -6.466
H: 3.467 -1.235 -5.934
H: 2.191 -0.031 -5.934

Spin multiplicity   5
Lowest unoccupied orbital energy (spin up / spin down)   -0.350 / -0.342 Ha
Total charge   +3